Record 1
Formula: C27H17BF6FeO3
Source: OMol25
Level of theory: ωB97M-V with the def2-TZVPD basis set

Calculated values
- LUMO (spin up / spin down): -6.68 / -10.77 eV
- Gap between HOMO and LUMO (spin up / spin down): 0.27837 / 0.12810 hartree
- E_HOMO (spin up / spin down): -14.3 / -14.3 eV

```
! wB97M-V def2-TZVPD RIJCOSX def2/J DEFGRID3
* xyz 2 5
O 4.820 1.207 -0.429
C 4.393 1.723 0.519
Fe 3.755 2.283 2.074
C 4.975 1.314 2.934
O 5.863 0.698 3.342
C 4.537 3.803 2.318
O 5.379 4.603 2.432
C -0.265 0.995 1.698
C 0.564 2.149 1.063
C 1.660 2.785 1.905
C 1.997 2.263 3.172
C 1.400 0.996 3.568
C 0.317 0.462 2.958
H -1.327 1.239 1.781
H 1.028 1.809 0.119
H -0.127 2.937 0.741
H 1.877 3.818 1.609
H 2.477 2.892 3.951
H 1.818 0.522 4.453
H -0.182 -0.425 3.344
F 0.525 -3.238 -1.573
C -0.356 -3.349 -0.524
C -0.543 -4.605 0.010
C -1.508 -4.776 1.006
C -2.160 -3.660 1.542
C -1.911 -2.413 1.001
F -2.505 -1.314 1.608
C -1.109 -2.221 -0.146
B -1.152 -0.997 -1.094
C 0.066 -0.584 -1.932
C 1.428 -0.471 -1.592
F 1.842 -0.865 -0.336
C 2.403 -0.120 -2.526
C 2.029 0.076 -3.863
C 0.707 -0.113 -4.258
C -0.222 -0.432 -3.288
F -1.487 -0.779 -3.708
C -2.440 -0.146 -1.182
C -2.585 1.256 -1.268
F -1.455 2.050 -1.266
C -3.813 1.875 -1.452
C -4.966 1.098 -1.560
C -4.867 -0.298 -1.533
C -3.623 -0.865 -1.380
F -3.513 -2.228 -1.587
H -0.186 0.158 1.052
H 0.025 -5.439 -0.388
H -1.775 -5.778 1.336
H -2.894 -3.751 2.349
H 3.442 -0.025 -2.204
H 2.778 0.357 -4.603
H 0.385 -0.047 -5.288
H -3.855 2.965 -1.522
H -5.937 1.560 -1.713
H -5.728 -0.950 -1.669
*
```

Record 2
Formula: C27H18Br2CoN7OSe
Source: OMol25
Level of theory: ωB97M-V with the def2-TZVPD basis set

Calculated values
- LUMO (spin up / spin down): -3.48 / -3.49 eV
- Gap between HOMO and LUMO (spin up / spin down): 0.23060 / 0.22945 hartree
- ΔE to the lowest compared entry with this formula, charge and spin: 0.0 kJ/mol
- E_HOMO (spin up / spin down): -9.8 / -9.7 eV

```
! wB97M-V def2-TZVPD RIJCOSX def2/J DEFGRID3
* xyz 1 2
Co 0.329 0.211 0.413
C -1.342 -2.113 -1.772
C -1.504 -2.365 -0.297
C -2.265 -3.471 0.140
C -2.431 -3.715 1.467
C -1.843 -2.848 2.413
C -1.970 -2.976 3.814
Br -2.966 -4.402 4.562
C -1.387 -2.069 4.644
C -0.642 -1.000 4.123
Br 0.133 0.258 5.293
C -0.456 -0.827 2.770
O 0.242 0.157 2.258
C -1.085 -1.773 1.899
N -0.923 -1.553 0.551
H -2.028 -2.735 -2.342
H -0.326 -2.351 -2.099
H -1.541 -1.068 -2.017
H -2.716 -4.123 -0.597
H -3.013 -4.562 1.804
H -1.499 -2.169 5.715
Se -3.227 4.438 -4.665
N -1.987 3.179 -4.790
C -1.719 2.797 -3.572
C -0.717 1.778 -3.254
C 0.077 1.142 -4.210
C 1.012 0.228 -3.788
C 1.141 -0.029 -2.427
N 0.387 0.561 -1.508
C -0.535 1.449 -1.922
C -1.335 2.066 -0.864
N -1.096 1.609 0.372
C -1.713 2.171 1.399
C -2.626 3.211 1.231
C -2.908 3.657 -0.038
C -2.247 3.072 -1.122
C -2.459 3.451 -2.519
N -3.316 4.360 -2.897
H -0.054 1.382 -5.258
H 1.651 -0.286 -4.491
H 1.881 -0.729 -2.066
H -1.472 1.769 2.376
H -3.104 3.647 2.096
H -3.622 4.452 -0.215
N 6.459 -0.339 0.851
C 5.111 -0.310 0.758
C 4.373 0.823 1.137
C 3.006 0.804 1.021
N 2.313 -0.241 0.542
C 3.014 -1.330 0.208
C 4.382 -1.414 0.291
H 6.970 0.449 1.203
H 6.979 -1.160 0.601
H 4.869 1.698 1.538
H 2.426 1.659 1.348
H 2.437 -2.186 -0.126
H 4.883 -2.334 0.017
*
```

Record 3
Formula: C27H18NO8SSbSc
Source: OMol25
Level of theory: ωB97M-V with the def2-TZVPD basis set

Calculated values
- LUMO: 2.40 eV
- Gap between HOMO and LUMO: 0.32129 hartree
- ΔE to the lowest compared entry with this formula, charge and spin: 55.1 kJ/mol
- E_HOMO: -6.3 eV

```
! wB97M-V def2-TZVPD RIJCOSX def2/J DEFGRID3
* xyz -1 1
Sc -0.907 -2.540 -0.547
O -4.274 -4.335 1.256
C -3.367 -4.002 0.518
O -2.709 -2.894 0.512
C -2.940 -4.920 -0.626
C -3.525 -6.113 -1.005
C -3.076 -6.710 -2.177
C -2.108 -6.090 -2.960
C -1.581 -4.896 -2.507
N -1.968 -4.384 -1.350
C -0.652 -3.949 -3.262
O -0.205 -4.283 -4.345
O -0.477 -2.841 -2.628
H -4.317 -6.532 -0.399
H -3.512 -7.646 -2.503
H -1.776 -6.492 -3.907
O 2.464 -3.573 1.442
C 1.536 -3.045 0.880
O 0.359 -3.558 0.641
C 1.594 -1.603 0.312
O 2.208 -0.695 0.882
O 0.851 -1.453 -0.714
S -1.366 -0.262 1.016
Sb 0.329 1.247 0.712
C -0.716 3.105 0.675
C 0.011 4.289 0.565
C -0.643 5.513 0.533
C -2.030 5.559 0.609
C -2.759 4.383 0.716
C -2.103 3.156 0.749
C 1.453 1.682 2.461
C 2.833 1.560 2.580
C 3.460 1.921 3.764
C 2.716 2.383 4.841
C 1.336 2.489 4.732
C 0.711 2.148 3.542
C 1.311 1.502 -1.138
C 0.502 1.553 -2.266
C 1.064 1.731 -3.521
C 2.438 1.881 -3.648
C 3.245 1.842 -2.519
C 2.686 1.644 -1.264
H 1.096 4.261 0.502
H -0.071 6.430 0.446
H -2.542 6.514 0.584
H -3.841 4.418 0.773
H -2.666 2.233 0.833
H 3.415 1.132 1.777
H 4.535 1.817 3.851
H 3.209 2.651 5.767
H 0.745 2.835 5.571
H -0.367 2.244 3.461
H -0.570 1.426 -2.174
H 0.430 1.738 -4.399
H 2.880 2.013 -4.628
H 4.319 1.946 -2.616
H 3.332 1.567 -0.400
*
```

Record 4
Formula: C27H19BrCl2CoN6O4
Source: OMol25
Level of theory: ωB97M-V with the def2-TZVPD basis set

Calculated values
- LUMO (spin up / spin down): -2.43 / -5.10 eV
- Gap between HOMO and LUMO (spin up / spin down): 0.26384 / 0.16582 hartree
- E_HOMO (spin up / spin down): -9.6 / -9.6 eV

```
! wB97M-V def2-TZVPD RIJCOSX def2/J DEFGRID3
* xyz 1 5
Co 1.203 1.401 0.080
N 3.061 4.932 1.285
C 3.020 3.606 1.283
N 2.059 3.223 0.457
C 1.541 4.405 -0.009
N 2.126 5.462 0.471
C -1.021 3.236 0.515
C -1.438 4.446 1.344
N -2.406 3.403 0.934
C -2.604 2.289 1.742
C -1.538 1.426 1.609
N -0.558 1.980 0.859
H 3.693 5.538 1.786
H 3.675 2.966 1.853
H -1.335 4.782 2.366
H -3.506 2.166 2.320
H -1.413 0.452 2.061
Br -4.024 3.476 -5.751
C -3.019 3.736 -4.178
C -1.923 2.923 -3.930
C -1.187 3.119 -2.776
C -1.549 4.115 -1.874
C -2.648 4.920 -2.128
C -3.383 4.735 -3.290
C -0.764 4.262 -0.608
O -1.219 5.312 0.277
O 0.593 4.434 -0.959
H -1.645 2.152 -4.635
H -0.313 2.503 -2.600
H -2.930 5.694 -1.428
H -4.237 5.364 -3.502
Cl 1.626 -5.473 3.688
C 0.074 -5.089 3.030
C -1.062 -5.577 3.656
C -2.306 -5.285 3.131
C -2.418 -4.476 2.012
C -1.276 -3.969 1.419
Cl -1.460 -2.852 0.102
C 0.005 -4.292 1.883
N 1.177 -3.814 1.279
C 1.503 -3.986 -0.060
C 0.881 -4.979 -0.822
C 1.201 -5.152 -2.157
C 2.158 -4.355 -2.761
C 2.798 -3.391 -2.001
C 2.494 -3.194 -0.659
C 3.259 -2.143 0.127
C 2.344 -1.016 0.544
O 1.764 -0.969 1.620
O 2.157 -0.079 -0.355
H -0.957 -6.194 4.538
H -3.197 -5.678 3.603
H -3.386 -4.213 1.607
H 1.719 -3.169 1.829
H 0.139 -5.617 -0.359
H 0.701 -5.927 -2.725
H 2.415 -4.491 -3.803
H 3.568 -2.774 -2.453
H 4.047 -1.745 -0.510
H 3.720 -2.560 1.025
*
```

Record 5
Formula: C27H19Cl2IN4O4S2Sc
Source: OMol25
Level of theory: ωB97M-V with the def2-TZVPD basis set

Calculated values
- LUMO: 2.08 eV
- Gap between HOMO and LUMO: 0.21604 hartree
- ΔE to the lowest compared entry with this formula, charge and spin: 3.4 kJ/mol
- E_HOMO: -3.8 eV

```
! wB97M-V def2-TZVPD RIJCOSX def2/J DEFGRID3
* xyz -1 1
Sc 0.468 1.071 0.128
C 0.624 0.647 -4.508
C -0.563 -0.018 -3.887
N -1.515 -0.483 -4.660
C -2.591 -1.053 -4.087
C -2.753 -1.201 -2.731
C -4.017 -1.844 -2.229
O -4.807 -0.982 -1.413
C -1.736 -0.719 -1.866
C -1.877 -0.956 -0.445
N -1.067 -0.666 0.522
C -1.421 -1.237 1.778
C -1.958 -2.531 1.818
C -2.346 -3.129 2.999
C -2.177 -2.456 4.199
C -1.589 -1.206 4.190
C -1.196 -0.601 3.000
I -0.240 1.238 3.203
C -0.616 -0.094 -2.457
O 0.348 0.433 -1.786
H 0.522 0.633 -5.590
H 1.548 0.146 -4.211
H 0.707 1.676 -4.153
H -3.359 -1.410 -4.765
H -3.811 -2.726 -1.616
H -4.596 -2.186 -3.094
H -4.680 -0.077 -1.719
H -2.803 -1.462 -0.190
H -2.011 -3.098 0.900
H -2.750 -4.133 2.983
H -2.468 -2.908 5.137
H -1.419 -0.688 5.124
Cl 1.489 3.661 0.117
C -0.070 4.483 0.276
C -0.123 5.847 0.402
C -1.370 6.456 0.532
C -2.508 5.654 0.533
C -2.417 4.285 0.403
Cl -3.885 3.337 0.412
C -1.184 3.576 0.251
N -1.018 2.285 0.130
H 0.793 6.425 0.403
H -1.456 7.529 0.635
H -3.490 6.097 0.638
O 3.614 1.130 2.063
S 3.299 0.245 0.976
O 2.989 0.895 -0.295
N 2.031 -0.711 1.257
C 2.360 -2.008 1.280
S 1.349 -3.298 1.478
C 3.839 -2.216 1.065
C 4.548 -3.406 1.064
C 5.914 -3.358 0.831
C 6.569 -2.149 0.603
C 5.865 -0.953 0.606
C 4.506 -1.026 0.834
H 4.022 -4.334 1.242
H 6.487 -4.277 0.825
H 7.636 -2.146 0.425
H 6.356 -0.004 0.440
*
```

Record 6
Formula: C27H20BF4FeN7S
Source: OMol25
Level of theory: ωB97M-V with the def2-TZVPD basis set

Calculated values
- LUMO (spin up / spin down): -4.58 / -4.83 eV
- Gap between HOMO and LUMO (spin up / spin down): 0.20354 / 0.19762 hartree
- E_HOMO (spin up / spin down): -10.1 / -10.2 eV

```
! wB97M-V def2-TZVPD RIJCOSX def2/J DEFGRID3
* xyz 1 6
Fe 0.679 0.308 -0.200
C 5.527 -0.049 -1.826
C 5.428 -1.160 -1.000
C 4.360 -1.319 -0.144
C 3.337 -0.352 -0.119
C 3.469 0.795 -0.936
C 4.549 0.939 -1.773
N 2.197 -0.437 0.596
C 1.936 -1.512 1.509
C 1.779 -3.997 1.633
C 1.582 -4.012 3.009
C 0.844 -3.094 3.768
C 0.308 -1.866 3.412
C 0.733 -1.102 2.327
N 0.265 0.062 1.922
N -0.622 0.807 2.459
C -0.756 2.042 1.940
C -1.724 2.914 2.467
C -1.816 4.188 1.957
C -0.940 4.576 0.946
C -0.030 3.644 0.463
N 0.071 2.417 0.934
H 6.364 0.056 -2.495
H 6.198 -1.915 -1.026
H 4.302 -2.195 0.485
H 2.695 1.560 -0.875
H 4.635 1.821 -2.388
H 2.917 -5.022 0.155
H 1.865 -4.919 3.528
H 0.579 -3.444 4.757
H -0.459 -1.430 4.037
H -2.382 2.555 3.239
H -2.556 4.875 2.340
H -0.965 5.573 0.536
H 0.651 3.903 -0.337
N 0.023 -3.361 -2.310
C 0.517 -3.932 -1.167
C 0.297 -5.276 -0.764
C 0.985 -5.882 0.220
C 2.163 -5.268 0.912
C 1.622 -2.841 0.854
C 1.149 -2.869 -0.465
N 1.022 -1.736 -1.216
C 0.354 -2.044 -2.307
C 0.041 -1.014 -3.252
C -0.707 -1.064 -4.403
S -0.876 0.495 -5.070
C 0.086 1.113 -3.778
N 0.488 0.239 -2.926
H -0.534 -3.837 -3.003
H -0.486 -5.821 -1.272
H 0.706 -6.883 0.514
H 2.596 -5.967 1.623
H 2.784 -1.651 2.198
H -1.166 -1.906 -4.878
H 0.320 2.155 -3.700
F -3.150 0.393 0.110
B -2.210 -0.078 -0.711
F -2.630 -0.550 -1.900
F -1.206 0.984 -0.964
F -1.378 -1.034 -0.057
*
```

Record 7
Formula: C27H20BF4N6O6RuS6
Source: OMol25
Level of theory: ωB97M-V with the def2-TZVPD basis set

Calculated values
- LUMO (spin up / spin down): -1.73 / -2.05 eV
- Gap between HOMO and LUMO (spin up / spin down): 0.24848 / 0.23665 hartree
- ΔE to the lowest compared entry with this formula, charge and spin: 10.5 kJ/mol
- E_HOMO (spin up / spin down): -8.5 / -8.5 eV

```
! wB97M-V def2-TZVPD RIJCOSX def2/J DEFGRID3
* xyz 0 2
Ru 0.285 -0.591 -0.184
N -1.545 -0.191 -1.058
S -2.876 0.001 -0.187
C -4.255 -0.112 -1.299
C -4.239 0.517 -2.537
C -5.353 0.418 -3.349
C -6.471 -0.289 -2.915
C -6.477 -0.902 -1.675
C -5.358 -0.821 -0.858
C -3.036 1.724 0.297
C -1.922 2.542 0.265
C -2.035 3.850 0.717
C -3.246 4.319 1.197
C -4.356 3.483 1.230
C -4.257 2.178 0.781
H -1.519 0.376 -1.899
H -3.376 1.084 -2.863
H -5.355 0.895 -4.320
H -7.338 -0.365 -3.557
H -7.340 -1.467 -1.349
H -5.334 -1.323 0.102
H -0.975 2.174 -0.103
H -1.165 4.492 0.702
H -3.328 5.337 1.553
H -5.303 3.850 1.604
H -5.121 1.526 0.802
O -3.721 -5.742 -1.006
S -3.699 -4.315 -0.997
O -4.578 -3.579 -1.853
N -2.118 -3.798 -1.262
C -1.647 -3.258 -0.204
S 0.050 -2.786 -0.142
C -2.545 -3.178 0.981
C -2.292 -2.687 2.250
C -3.329 -2.717 3.176
C -4.576 -3.238 2.844
C -4.820 -3.759 1.576
C -3.784 -3.711 0.669
H -1.323 -2.284 2.509
H -3.162 -2.329 4.171
H -5.362 -3.250 3.587
H -5.777 -4.191 1.316
F 0.927 1.346 1.797
B 0.028 0.644 2.612
F -0.723 -0.209 1.588
F 0.665 -0.236 3.440
F -0.904 1.436 3.201
S 8.464 -2.061 0.123
C 7.117 -1.137 0.271
S 5.525 -1.778 0.622
C 4.877 -0.171 0.509
N 5.739 0.744 0.245
N 6.984 0.210 0.126
C 8.052 1.101 -0.223
C 7.968 1.811 -1.407
C 8.990 2.686 -1.741
C 10.081 2.833 -0.896
C 10.152 2.110 0.286
C 9.132 1.238 0.632
S 3.256 0.452 0.809
H 7.109 1.681 -2.052
H 8.936 3.249 -2.663
H 10.880 3.514 -1.161
H 11.004 2.225 0.943
H 9.173 0.660 1.544
O 2.813 -2.000 0.389
N 2.271 -0.939 0.482
O 1.264 -0.569 -2.002
N 1.390 0.713 -2.086
O 1.961 1.245 -2.982
O 0.841 1.323 -1.117
*
```

Record 8
Formula: C27H20Cl3N2PPtS4Sb
Source: OMol25
Level of theory: ωB97M-V with the def2-TZVPD basis set

Calculated values
- LUMO (spin up / spin down): -1.23 / -1.30 eV
- Gap between HOMO and LUMO (spin up / spin down): 0.20650 / 0.20206 hartree
- ΔE to the lowest compared entry with this formula, charge and spin: 2095.9 kJ/mol
- E_HOMO (spin up / spin down): -6.9 / -6.8 eV

```
! wB97M-V def2-TZVPD RIJCOSX def2/J DEFGRID3
* xyz 0 2
Pt 1.379 1.934 -0.621
S -3.741 2.383 0.057
Sb -1.804 3.354 -0.258
S -0.841 3.230 2.095
S -0.280 1.071 -2.121
Cl 1.981 -1.281 -2.917
C 0.677 -2.430 -3.012
C 0.948 -3.615 -3.681
C 0.019 -4.639 -3.684
C -1.173 -4.482 -2.995
C -1.445 -3.291 -2.347
C -0.543 -2.219 -2.367
P -0.948 -0.770 -1.324
C -0.577 1.469 2.270
C -1.173 0.891 3.472
C -1.088 -0.398 3.780
C -0.488 -1.462 2.964
C 0.201 -1.647 1.828
C 0.187 0.862 1.390
C -2.744 -0.815 -1.157
C -3.265 -0.783 0.130
C -4.639 -0.857 0.321
C -5.486 -0.947 -0.770
C -4.969 -0.962 -2.062
C -3.602 -0.898 -2.256
H 1.903 -3.729 -4.176
H 0.240 -5.562 -4.203
H -1.898 -5.285 -2.962
H -2.380 -3.181 -1.815
H -1.688 1.587 4.118
H -1.547 -0.734 4.700
H -0.675 -2.443 3.403
H 1.335 -1.833 -0.154
H 1.290 0.479 -0.522
H -2.597 -0.706 0.979
H -5.042 -0.827 1.325
H -6.557 -0.997 -0.619
H -5.635 -1.021 -2.913
H -3.191 -0.915 -3.259
S 3.716 4.119 -2.181
C 3.385 5.094 -0.816
C 2.052 5.105 -0.568
N 1.282 4.365 -1.437
C 2.046 3.788 -2.335
H 4.172 5.563 -0.251
H 1.573 5.614 0.254
H 1.660 3.205 -3.159
Cl 2.268 2.675 4.497
C 3.020 1.656 3.278
C 3.798 0.543 3.712
C 4.215 -0.538 3.011
C 3.824 -0.885 1.649
C 2.689 -0.704 1.015
Cl 0.904 -0.741 0.602
C 2.856 2.060 1.997
N 2.716 2.414 0.883
H 4.128 0.605 4.745
H 4.947 -1.191 3.469
H 4.608 -1.275 0.994
*
```

no.,strongest force on any atom (eV/A)
1,9.29
2,0.57
3,0.38
4,0.73
5,0.94
6,3.75
7,0.35
8,2.95